# 1
This record from the OMol25 dataset describes C27H12BeCl4F4N5PSe2 as an isolated structure at a distorted geometry. The level of theory is ωB97M-V/def2-TZVPD.

## Properties
LUMO energy	-3.36	eV
spin multiplicity	1
frontier orbital gap	4.73	eV
E_tot	-236983.47152	eV

Each line ends with the Löwdin charge.
Atoms and positions in Å:
Be -0.64789 0.29248 0.85252  -0.27
Se 1.59014 -0.25600 1.06176  0.60
P 1.48212 -1.52251 -0.66024  0.38
Se -0.22603 -2.93150 -0.71171  0.70
C 1.66506 -0.69435 -2.40622  -0.32
C 3.12262 -0.68830 -2.97274  -0.13
C 3.34565 -1.36113 -4.28839  -0.03
C 2.36316 -1.95931 -4.95333  -0.06
C 0.99457 -1.96589 -4.44690  -0.04
C 0.66463 -1.38495 -3.29344  -0.16
C 2.94123 -2.62295 -0.69870  -0.42
C 2.90384 -3.80081 -1.44287  -0.11
C 4.02456 -4.61353 -1.50300  -0.07
C 5.18429 -4.24992 -0.83385  -0.07
C 5.22858 -3.07030 -0.10525  -0.06
C 4.10660 -2.25830 -0.03211  -0.12
H 3.87665 -1.04760 -2.27020  0.14
H 4.36506 -1.37937 -4.65675  0.12
H 2.56011 -2.46993 -5.88733  0.11
H 0.23272 -2.45947 -5.03653  0.12
H -0.36218 -1.40922 -2.95762  0.07
H 2.00192 -4.08396 -1.96934  0.07
H 3.98862 -5.53041 -2.07695  0.11
H 6.05422 -4.89250 -0.87862  0.11
H 6.13824 -2.77951 0.40306  0.11
H 4.12944 -1.34247 0.54618  0.07
Cl -3.98003 -2.66612 1.95097  0.63
C -2.90710 -2.99056 0.60223  -1.63
Cl -3.74318 -2.58657 -0.92844  0.58
Cl -2.49582 -4.71304 0.58627  0.57
C -1.69651 -2.06927 0.68066  -0.72
N -1.54945 -1.02574 1.24044  0.06
Cl -2.54755 2.35258 1.51032  0.41
C -0.85241 1.85910 1.73495  -0.69
H -0.69015 1.72600 2.80447  0.00
H -0.21413 2.65978 1.36315  -0.01
F 0.28751 1.88786 -5.81187  0.16
C 1.14978 1.67270 -4.83677  -0.12
C 2.47006 1.82492 -5.11787  -0.12
F 2.78202 2.19101 -6.34027  0.17
C 3.52830 1.63910 -4.16787  0.01
C 3.15903 0.86096 -2.94129  -0.26
C 1.66060 0.89111 -2.51900  -0.28
F 1.52167 1.63402 -1.39345  0.06
C 0.66030 1.36781 -3.54325  0.02
C -0.66328 1.40177 -3.16873  -0.10
C -0.94186 1.01931 -1.84193  -0.01
N -1.00057 0.62706 -0.76895  0.26
C -1.74057 1.65201 -4.06684  -0.15
N -2.61425 1.80732 -4.79627  0.21
F 3.91786 1.26388 -1.88035  0.09
C 4.77176 2.15835 -4.35540  -0.12
C 5.06999 3.08094 -5.40752  -0.16
N 5.32698 3.87795 -6.19356  0.21
C 5.87920 1.86318 -3.50248  -0.16
N 6.80616 1.60385 -2.87587  0.22

Cartesian forces (eV/Å) of the 6 atoms listed first:
Be -0.10 1.06 1.36
Se -0.05 -0.08 -0.32
P 0.44 -0.32 0.10
Se 0.09 -0.12 -0.13
C -0.20 -0.21 0.35
C 0.05 0.01 -0.14


# 2
This record from the OMol25 dataset describes C39H66AsCl2I2O7P2SiTeY as an isolated structure at a distorted geometry. The level of theory is ωB97M-V/def2-TZVPD.

## Properties
LUMO energy	-1.10	eV
spin multiplicity	1
frontier orbital gap	5.99	eV
ΔE to the lowest compared entry with this formula, charge and spin	0.0	kcal per mole
E_tot	-192734.28313	eV

Each line ends with the Löwdin charge.
Atoms and positions in Å:
Y -0.14140 -1.17739 0.38565  1.18
O 1.83463 -0.41087 1.81107  -0.21
H 2.71063 -0.19653 1.44359  -0.08
H 1.92145 -0.55272 2.76151  0.06
I 2.74634 -2.56869 -0.67803  0.24
I 4.81084 -0.39517 -0.20987  0.01
Cl -4.33059 -1.62204 -2.73789  0.63
C -4.13779 -1.44281 -0.97416  -0.98
Cl -4.93468 0.01374 -0.39310  0.66
C -2.64222 -1.41887 -0.66120  -0.82
O -1.97639 -0.38108 -0.87556  -0.17
O -2.13133 -2.46214 -0.17732  -0.15
H -4.60041 -2.30104 -0.50154  0.06
C 1.25356 -2.78137 -4.28924  -0.33
As -0.26815 -2.01812 -3.30985  1.02
C -1.48808 -3.54846 -3.56255  -0.36
C -0.96461 -0.89947 -4.76130  -0.32
H 0.95476 -3.06281 -5.29954  0.03
H 1.61302 -3.66878 -3.76674  -0.01
H 2.07355 -2.06540 -4.33539  -0.01
H -0.90064 -4.44734 -3.75150  0.01
H -2.14574 -3.37274 -4.41300  0.02
H -2.09025 -3.70041 -2.66947  -0.02
H -1.09866 -1.49634 -5.66368  0.03
H -0.27748 -0.08043 -4.97088  0.01
H -1.92439 -0.48489 -4.45329  0.00
C 1.09109 -1.34696 6.37746  -0.10
C 0.12116 -2.20105 5.86510  -0.11
C -0.66396 -1.80581 4.79194  -0.12
C -0.52996 -0.53935 4.21111  -0.34
C 0.43794 0.30773 4.75797  -0.13
C 1.24724 -0.08719 5.81849  -0.10
Si -1.49491 -0.05934 2.63553  0.68
C -3.27531 -0.68318 2.88529  -0.35
C -3.61265 -2.02087 2.65053  -0.14
C -4.91892 -2.47540 2.78279  -0.10
C -5.92890 -1.59449 3.14408  -0.10
C -5.61882 -0.26305 3.38334  -0.10
C -4.30924 0.18031 3.25818  -0.13
H 1.70859 -1.65639 7.21143  0.10
H -0.02497 -3.17903 6.31073  0.10
H -1.40524 -2.49610 4.40147  0.09
H 0.55774 1.30522 4.34864  0.07
H 1.98833 0.59584 6.21654  0.10
H -1.64958 1.42838 2.78171  -0.04
H -2.84566 -2.72373 2.34042  0.08
H -5.15103 -3.51857 2.59873  0.09
H -6.94983 -1.94287 3.23928  0.10
H -6.39985 0.43186 3.66752  0.10
H -4.08462 1.22388 3.44868  0.09
C -2.69245 -6.34873 2.46616  -0.06
C -1.33016 -6.16013 1.84858  -0.27
O -0.93434 -4.79066 2.08601  -0.26
P 0.44989 -4.21444 1.59062  0.12
O 0.49968 -2.76760 1.96439  -0.47
Te 0.65498 -4.49675 -0.79924  0.60
O 1.60167 -5.05981 2.25410  -0.27
C 2.13407 -4.62737 3.54984  -0.23
C 3.34767 -3.75799 3.33652  -0.06
H -3.02618 -7.37620 2.31966  0.08
H -3.41380 -5.67709 2.00143  0.08
H -2.66113 -6.14078 3.53522  0.09
H -1.35926 -6.32820 0.76879  0.09
H -0.58287 -6.82341 2.28730  0.12
H 2.37406 -5.55137 4.07157  0.12
H 1.35438 -4.09793 4.09911  0.10
H 4.10756 -4.29102 2.76539  0.09
H 3.76905 -3.47525 4.30238  0.09
H 3.07745 -2.85166 2.79471  0.05
O 0.78709 0.65463 -0.57967  -0.47
P 1.17465 2.05979 -1.02031  0.87
C 2.48073 1.87830 -2.27438  -0.34
C 3.05839 3.12020 -3.00518  -0.17
C 2.76251 3.10017 -4.50265  -0.20
C 3.36173 1.86432 -5.18077  -0.18
C 3.24414 0.61667 -4.28691  -0.18
C 2.11527 0.76425 -3.27289  -0.22
C -0.31383 2.92875 -1.60089  -0.30
C -0.08762 4.32596 -2.20073  -0.19
C -1.41936 4.86061 -2.72150  -0.18
C -1.91536 4.03449 -3.92219  -0.18
C -1.29199 2.63501 -3.94308  -0.20
C -1.18459 2.04576 -2.54148  -0.18
C 1.88697 2.91431 0.42421  -0.32
C 2.38807 4.37543 0.25802  -0.17
C 1.50943 5.37197 1.01171  -0.20
C 1.53172 5.09828 2.51849  -0.19
C 1.57506 3.58794 2.80406  -0.18
C 0.96720 2.79172 1.65293  -0.22
H 3.27555 1.45860 -1.64676  0.00
H 4.14232 3.12460 -2.86118  0.13
H 2.69944 4.05732 -2.58828  0.07
H 3.14888 4.01111 -4.96407  0.11
H 1.68041 3.11867 -4.65821  0.08
H 4.41171 2.04861 -5.41867  0.11
H 2.85478 1.69507 -6.13345  0.11
H 4.17307 0.45043 -3.73410  0.11
H 3.09109 -0.27143 -4.90323  0.09
H 1.96120 -0.16549 -2.72384  0.04
H 1.17537 0.99203 -3.78631  0.08
H -0.86945 3.05912 -0.66365  0.12
H 0.62990 4.28599 -3.02356  0.10
H 0.32435 5.00509 -1.45550  0.09
H -1.32211 5.91255 -2.99445  0.11
H -2.14760 4.81886 -1.90615  0.12
H -1.68050 4.55066 -4.85572  0.11
H -3.00317 3.94725 -3.88230  0.11
H -0.30107 2.67606 -4.40590  0.09
H -1.88739 1.97283 -4.57320  0.10
H -0.80966 1.02265 -2.57250  0.06
H -2.18332 1.95954 -2.11014  0.12
H 2.76063 2.27683 0.61709  0.10
H 2.46906 4.67099 -0.78424  0.07
H 3.40289 4.43540 0.66007  0.12
H 0.48133 5.30412 0.64719  0.10
H 1.84092 6.39043 0.80060  0.11
H 0.64577 5.53995 2.97945  0.11
H 2.39594 5.58734 2.97368  0.11
H 1.05859 3.36915 3.73905  0.10
H 2.60982 3.25692 2.94025  0.12
H -0.03791 3.16623 1.43687  0.11
H 0.85403 1.74268 1.91813  0.05

Cartesian forces (eV/Å) of the 6 atoms listed first:
Y 0.74 0.62 -0.59
O -0.12 0.15 -0.15
H -0.01 -0.06 0.02
H -0.07 -0.08 0.03
I 0.14 -0.09 -0.03
I -0.06 -0.06 0.07


# 3
This record from the OMol25 dataset describes C43H69BrFeN3O2P3 as an isolated structure at a distorted geometry. The level of theory is ωB97M-V/def2-TZVPD.

## Properties
LUMO energy (alpha / beta)	0.29 / 0.29	eV
spin multiplicity	5
frontier orbital gap (alpha / beta)	6.50 / 6.54	eV
expectation value of S²	6.01
ΔE to the lowest compared entry with this formula, charge and spin	19.8	kcal per mole
E_tot	-186575.36174	eV

Each line ends with the Löwdin charge.
Atoms and positions in Å:
Fe -0.77353 -0.01110 -0.39961  0.29
C -4.47436 1.16892 1.88781  -0.10
C -4.71479 0.29943 0.64882  -0.53
C -5.06953 -1.13823 1.04016  -0.11
P -3.26775 0.34389 -0.51917  1.05
C -4.10444 -0.31933 -2.06349  -0.52
C -3.88794 0.42389 -3.38519  -0.13
C -3.61852 -1.76862 -2.25367  -0.13
C -3.07009 2.14659 -0.65108  -0.35
C -3.95014 3.00080 -1.31231  -0.06
C -3.69618 4.36113 -1.43745  -0.28
C -4.64810 5.28428 -2.16683  -0.06
C -2.51013 4.83753 -0.88313  -0.04
C -1.65161 4.01198 -0.17305  -0.04
C -1.93280 2.64971 0.00395  -0.36
N -1.13518 1.74397 0.72026  -0.10
C -0.51125 2.07723 1.90255  -0.33
C -0.68756 3.30467 2.58513  -0.03
C 0.02502 3.61016 3.73357  -0.04
C 0.92852 2.71533 4.30720  -0.29
C 1.72906 3.05966 5.54550  -0.06
C 1.00474 1.46348 3.72270  -0.09
C 0.30698 1.12036 2.56205  -0.32
P 0.10631 -0.58741 2.00433  1.09
C -0.58160 -1.29388 3.58711  -0.52
C -1.97154 -0.71863 3.85689  -0.11
C -0.61856 -2.82739 3.62339  -0.11
C 1.72568 -1.49921 1.93717  -0.52
C 2.51067 -1.15751 0.66759  -0.13
C 2.64417 -1.41269 3.15089  -0.11
H -5.30112 1.04407 2.59419  0.08
H -4.40263 2.22389 1.62648  0.07
H -3.55143 0.89227 2.39308  0.04
H -5.54603 0.72612 0.08416  0.10
H -4.27222 -1.59234 1.63667  0.06
H -5.24500 -1.77526 0.16812  0.06
H -5.97894 -1.15367 1.64681  0.08
H -5.17009 -0.33921 -1.83427  0.10
H -4.60232 0.04101 -4.12188  0.08
H -4.01461 1.50081 -3.31340  0.05
H -2.87979 0.24640 -3.76068  0.02
H -2.53541 -1.78076 -2.40357  0.05
H -4.08717 -2.21277 -3.13974  0.08
H -3.84982 -2.41128 -1.39943  0.05
H -4.86869 2.60132 -1.73686  0.11
H -5.43139 4.71769 -2.67362  0.07
H -4.12278 5.87745 -2.91877  0.08
H -5.13373 5.98285 -1.48014  0.08
H -2.25314 5.88677 -1.00595  0.11
H -0.73444 4.41592 0.23559  0.10
H -1.40746 4.01699 2.20993  0.09
H -0.13549 4.57475 4.20872  0.11
H 1.74246 4.13738 5.71383  0.07
H 2.76350 2.72100 5.45586  0.07
H 1.30924 2.59269 6.44128  0.08
H 1.63137 0.71948 4.20305  0.09
H 0.08745 -0.93437 4.36983  0.09
H -2.68660 -1.09369 3.12077  0.06
H -1.96746 0.37303 3.81692  0.07
H -2.32029 -1.01711 4.85066  0.08
H -1.06336 -3.23348 2.71765  0.05
H -1.21909 -3.15657 4.47740  0.08
H 0.37983 -3.25851 3.74028  0.06
H 1.37198 -2.53126 1.83648  0.09
H 2.83432 -0.11635 0.68854  0.03
H 1.90479 -1.30050 -0.22687  0.04
H 3.39954 -1.79370 0.58271  0.09
H 3.12384 -0.43214 3.20876  0.06
H 3.43775 -2.16081 3.05465  0.08
H 2.12630 -1.60522 4.09415  0.07
O -1.77871 -2.86562 0.61538  -0.11
H -2.44045 -2.18556 0.44558  -0.03
H -1.13293 -2.76978 -0.10469  -0.02
Br -0.48441 0.99929 -2.55137  0.31
C 2.47228 -5.09487 -3.98661  0.01
N 2.11274 -3.78898 -3.44252  -0.07
N 1.27865 -3.68645 -2.34363  0.06
C 0.70560 -2.41886 -2.31991  -0.39
O 0.00810 -2.01301 -1.36720  -0.13
C 1.17595 -1.76631 -3.49943  0.03
C 1.99004 -2.64173 -4.15240  -0.26
C 2.69040 -2.48666 -5.45729  0.00
C 1.39134 -4.58878 -1.24689  -0.20
C 2.64563 -4.99166 -0.80330  -0.03
C 2.74473 -5.83317 0.29640  -0.07
C 1.59923 -6.24764 0.96548  -0.08
C 0.35040 -5.84279 0.50985  -0.06
C 0.24267 -5.03079 -0.61103  -0.01
H 2.03604 -5.87010 -3.36658  0.09
H 3.55300 -5.22778 -3.99742  0.09
H 2.08935 -5.20642 -5.00012  0.09
H 0.91792 -0.75767 -3.78443  0.02
H 2.59987 -1.45722 -5.79655  0.09
H 2.25267 -3.13777 -6.21983  0.09
H 3.74958 -2.73796 -5.37007  0.09
H 3.53785 -4.62701 -1.30123  0.12
H 3.72126 -6.15582 0.63666  0.11
H 1.67970 -6.88510 1.83790  0.10
H -0.55055 -6.16129 1.01917  0.11
H -0.72745 -4.74078 -0.98888  0.12
C 3.85453 2.23718 1.68282  -0.16
C 3.35527 3.08605 0.50900  -0.42
P 2.15995 2.22616 -0.62133  0.94
C 3.25917 1.27344 -1.79311  -0.42
C 4.77048 1.51503 -1.74813  -0.15
C 1.74406 3.69034 -1.67732  -0.44
C 2.88792 4.42501 -2.38255  -0.15
H 4.46139 2.83743 2.36717  0.07
H 4.47319 1.40015 1.34589  0.05
H 3.01350 1.83397 2.24867  0.03
H 4.20281 3.49276 -0.04307  0.05
H 2.78234 3.93277 0.89997  0.08
H 2.86765 1.48709 -2.79179  0.06
H 3.05867 0.21318 -1.61744  0.03
H 5.02778 2.55733 -1.94646  0.05
H 5.27656 0.90210 -2.50072  0.07
H 5.19056 1.24750 -0.77487  0.06
H 1.19641 4.38148 -1.03205  0.06
H 1.02785 3.33155 -2.41630  0.00
H 3.62857 4.81776 -1.68257  0.06
H 2.49215 5.27338 -2.94851  0.07
H 3.40123 3.77475 -3.09577  0.06

Cartesian forces (eV/Å) of the 6 atoms listed first:
Fe 0.09 0.30 1.06
C -0.08 -0.06 -0.09
C 0.18 -0.25 0.38
C -0.03 0.02 -0.07
P -0.48 0.13 -0.34
C 0.34 -0.16 -0.10